Record 1
The following is a quantum chemistry calculation of a structure of composition C22H23FN3O3Ru, from OMol25.

Structure (XYZ):
```
53
Properties=species:S:1:pos:R:3:forces:R:3
Ru 5.1234 0.6991 -0.4158 0.2 -0.1 0.4
C 6.8750 0.7663 0.8765 -0.1 -0.1 0.3
C 7.2906 1.3566 -0.3168 0.0 0.0 -0.4
C 6.4489 2.4840 -0.5760 0.1 0.0 -0.2
C 5.5360 2.6249 0.4849 -0.1 0.0 0.2
C 5.7701 1.5340 1.3908 -0.1 0.0 -0.1
H 7.2501 -0.1517 1.3008 0.1 0.0 0.0
H 8.0682 0.9801 -0.9633 0.0 0.0 0.0
H 6.4974 3.1147 -1.4503 0.0 0.0 0.0
H 4.7872 3.3911 0.5976 0.0 0.0 0.0
H 5.2354 1.3369 2.3062 0.0 0.0 0.0
F -1.1950 3.0797 -0.1931 0.0 0.0 0.0
C -0.8489 1.7841 -0.1439 0.0 0.0 0.0
C 0.4708 1.4561 -0.1858 0.0 0.0 0.0
C 0.8708 0.1138 -0.1894 0.0 0.0 0.0
C 2.2884 -0.1955 -0.2552 -0.1 0.3 0.0
O 3.1049 0.7919 -0.3052 -0.1 0.0 -0.1
C 2.6328 -1.5442 -0.2633 -0.1 -0.2 0.1
C 1.6250 -2.4838 -0.2098 0.2 0.0 0.0
N 0.3182 -2.2311 -0.1549 -0.1 0.1 0.0
C -0.5323 -3.4280 -0.1165 0.0 0.0 0.0
C -1.7684 -3.5908 0.7059 0.0 0.0 0.0
C -1.8479 -3.5900 -0.8059 0.0 0.0 0.0
C -0.1053 -0.8973 -0.1433 0.0 -0.1 0.0
C -1.4554 -0.5219 -0.0695 0.1 0.0 0.0
C -1.8524 0.8015 -0.0771 -0.1 0.0 0.0
N -3.2364 1.0941 -0.0198 0.0 0.0 0.0
C -4.1020 0.5790 -1.0752 0.0 0.1 0.0
C -5.4067 0.0920 -0.4329 0.0 0.0 0.0
N -5.6194 0.8716 0.8411 0.0 0.0 0.0
C -5.2296 2.3102 0.6676 0.0 0.0 0.0
C -3.7066 2.3907 0.4666 0.0 0.0 0.0
C 4.0257 -2.1043 -0.3443 0.1 -0.1 -0.2
O 4.1778 -3.2981 -0.4101 0.0 0.0 0.1
O 5.0298 -1.2574 -0.3668 0.0 0.0 0.0
H 1.2172 2.2351 -0.2456 0.0 0.0 0.0
H 1.9316 -3.5219 -0.2220 0.0 0.0 0.0
H 0.1063 -4.2963 -0.1532 0.0 0.0 0.0
H -2.1493 -2.7446 1.2568 0.0 0.0 0.0
H -1.8750 -4.5314 1.2266 0.0 0.0 0.0
H -2.2886 -2.7468 -1.3139 0.0 0.0 0.0
H -2.0051 -4.5315 -1.3120 0.0 0.0 0.0
H -2.2316 -1.2599 0.0139 0.0 0.0 0.0
H -3.6218 -0.2437 -1.5976 0.0 0.0 0.0
H -4.3075 1.3568 -1.8199 0.0 0.0 0.0
H -5.3652 -0.9594 -0.1552 0.0 0.0 0.0
H -6.2698 0.2580 -1.0742 0.0 0.0 0.0
H -5.0250 0.4660 1.5658 0.0 0.0 0.0
H -6.5876 0.7903 1.1524 0.0 0.0 0.0
H -5.5547 2.8682 1.5419 0.0 0.0 0.0
H -5.7781 2.6744 -0.1989 0.0 0.0 0.0
H -3.2072 2.6170 1.4074 0.0 0.0 0.0
H -3.5093 3.2114 -0.2258 0.0 0.0 0.0
```
Positions in Å, forces in eV/Å.

Values from the calculation:
- Energy relative to the best compared isomer or geometry (same formula, charge and spin): 0.0 kJ/mol
- Net charge: +2
- Largest force on an atom: 0.5 eV/A
- 2S+1: 2
- E_HOMO (spin up / spin down): -14.05 / -14.06 eV

***

Record 2
The following is a quantum chemistry calculation of an isolated molecule of C22H23FN4O4S2 at a distorted geometry, from OMol25.

Structure (XYZ):
```
56
Properties=species:S:1:pos:R:3:forces:R:3
O -1.1843 -4.7788 -0.6937 0.1 -0.3 -0.2
C -1.8531 -3.9759 -0.0872 -0.4 0.0 0.3
C -3.2344 -4.3444 0.4620 -0.1 0.2 -0.2
S -4.5984 -3.7435 -0.5983 0.0 -0.4 -0.2
C -4.7192 -2.1183 -0.0473 0.6 0.2 0.6
N -3.9497 -1.4985 0.8047 -0.1 -1.4 -0.5
N -4.4271 -0.2477 0.9210 -0.9 1.4 -0.1
C -5.4625 -0.1503 0.1456 0.9 -0.2 0.6
C -6.2958 1.0094 -0.0542 -0.4 0.2 -0.3
C -7.3832 0.9575 -0.9263 0.2 0.0 0.2
C -8.1748 2.0738 -1.1087 -0.1 0.3 0.1
C -7.8662 3.2312 -0.4134 0.1 -0.2 0.0
F -8.6360 4.3185 -0.5883 0.1 -0.1 0.0
C -6.7899 3.3046 0.4575 -0.2 0.1 -0.1
C -6.0021 2.1868 0.6364 -0.1 -0.2 -0.2
O -5.7025 -1.3257 -0.5055 0.0 0.0 0.0
N -1.5084 -2.6990 0.2064 0.0 0.3 0.2
C -0.3624 -1.9993 -0.1695 0.3 -0.1 -0.2
C 0.6983 -2.5862 -0.8570 -0.1 -0.1 0.0
C 1.7988 -1.8183 -1.1958 0.1 0.2 0.0
C 1.8423 -0.4822 -0.8488 0.6 0.2 -0.2
S 3.2498 0.5351 -1.2781 -0.5 -0.2 0.4
O 4.1908 -0.2693 -2.0115 -0.1 -0.2 0.2
O 2.7785 1.7427 -1.8904 0.0 0.2 0.2
N 3.8023 0.9304 0.2546 -0.5 -0.2 -0.8
C 4.4325 -0.1752 0.9366 0.2 -0.5 0.0
C 5.9162 -0.3920 0.6243 -0.1 0.1 0.2
C 6.8056 0.6989 1.2220 0.1 0.0 -0.2
C 6.9756 1.9385 0.3371 -0.1 0.0 0.0
C 5.7186 2.3732 -0.4226 0.1 0.1 0.2
C 4.4113 2.2403 0.3645 0.0 0.6 -0.4
C 0.7948 0.1109 -0.1674 -0.2 0.0 0.1
C -0.3080 -0.6448 0.1734 0.1 0.0 -0.1
H -3.3364 -5.4291 0.4496 0.0 0.1 0.0
H -3.3971 -3.9514 1.4639 0.0 -0.1 0.0
H -7.6018 0.0433 -1.4562 0.0 -0.1 -0.1
H -9.0207 2.0596 -1.7772 -0.1 0.0 -0.1
H -6.5855 4.2266 0.9777 0.0 0.1 0.0
H -5.1562 2.2019 1.3042 0.1 0.0 0.1
H -2.2153 -2.1333 0.6846 0.1 -0.3 -0.1
H 0.6512 -3.6286 -1.1246 0.0 0.0 0.0
H 2.6314 -2.2415 -1.7354 0.1 -0.1 -0.1
H 4.3010 -0.0210 2.0146 0.0 -0.1 -0.1
H 3.8651 -1.0641 0.6491 0.1 -0.1 0.2
H 6.1983 -1.3567 1.0522 0.0 0.0 0.0
H 6.0458 -0.4532 -0.4557 0.1 -0.1 0.0
H 6.3902 0.9923 2.1895 0.0 0.0 0.1
H 7.7985 0.2869 1.4159 0.0 0.0 0.1
H 7.3164 2.7617 0.9703 0.1 0.0 -0.1
H 7.7610 1.7492 -0.3974 0.1 0.0 0.0
H 5.8434 3.4137 -0.7283 0.0 0.0 -0.1
H 5.6026 1.7827 -1.3328 0.1 0.1 -0.1
H 4.5549 2.4650 1.4244 -0.1 0.0 0.0
H 3.6746 2.9325 -0.0475 0.1 0.1 0.2
H 0.8593 1.1587 0.0765 -0.1 0.1 0.1
H -1.1383 -0.1974 0.7005 -0.1 0.1 0.1
```
Positions in Å, forces in eV/Å.

Values from the calculation:
- Energy relative to the best compared isomer or geometry (same formula, charge and spin): 0.0 kJ/mol
- Net charge: 0
- Largest force on an atom: 1.7 eV/A
- SMILES string: O=C(CSc1nnc(-c2ccc(F)cc2)o1)Nc1ccc(S(=O)(=O)N2CCCCCC2)cc1
- 2S+1: 1
- E_HOMO: -8.72 eV

***

Record 3
The following is a quantum chemistry calculation of a structure of composition C22H23MnN5O2Se at a distorted geometry, from OMol25.

Structure (XYZ):
```
54
Properties=species:S:1:pos:R:3:forces:R:3
N -1.5072 2.1117 2.2849 -1.3 -0.7 1.0
C -2.4265 1.7648 2.9071 1.6 0.9 -0.9
C -3.5624 1.3849 3.7177 -0.5 -0.2 0.3
H -3.4247 0.3664 4.1070 0.0 0.3 0.0
H -4.4859 1.4258 3.1244 0.2 0.1 0.2
H -3.6618 2.0729 4.5683 0.0 -0.1 -0.2
N -0.0594 1.3734 -3.0179 -1.3 1.3 -1.8
C -0.6655 1.8970 -3.8661 1.3 -0.9 1.7
C -1.5039 2.4987 -4.8721 -0.4 0.3 -0.5
H -2.5223 2.5788 -4.4594 0.3 0.0 -0.3
H -1.4974 1.8488 -5.7540 -0.1 0.2 0.1
H -1.1673 3.4981 -5.1861 0.0 -0.4 0.3
N 1.8334 -2.9220 -2.4710 -0.7 -0.6 1.1
C 1.8279 -3.7231 -1.6339 1.0 0.1 -1.3
C 2.0896 -4.9185 -0.8260 0.0 0.0 0.1
H 3.1509 -5.2414 -0.9628 -0.9 0.3 0.1
H 1.4018 -5.6955 -1.1863 0.4 0.0 0.3
H 1.8861 -4.6951 0.2272 0.2 -0.3 -0.1
Mn -2.8145 -2.1567 -0.7921 16.5 3.2 -3.9
C 1.6028 -0.2330 -1.9708 3.5 -0.6 -0.3
O 2.7208 -0.2832 -2.2499 -3.1 0.7 0.6
C -1.1086 1.4392 -0.3809 -1.2 2.3 -1.5
O -1.5834 2.3864 -0.8019 0.9 -2.0 1.1
C -3.9362 -1.0926 0.1162 -4.1 -0.3 1.2
C -3.6053 -2.3548 0.7945 -3.4 -1.7 1.2
C -3.7396 -3.5942 0.0407 -1.9 -0.9 0.5
C -3.7993 -3.5566 -1.4111 -3.0 -1.4 1.3
C -4.1172 -2.2903 -2.0563 -3.7 -0.5 0.4
C -4.4351 -1.1852 -1.2147 -1.6 0.8 -0.2
H -3.9026 -0.1610 0.6525 0.3 0.3 0.0
H -3.2407 -2.3694 1.8095 0.2 0.0 0.2
H -3.4595 -4.5390 0.5213 0.0 0.3 -0.1
H -3.5597 -4.4296 -2.0061 0.2 -0.1 0.0
H -4.1862 -2.2011 -3.1245 0.2 0.0 -0.5
H -4.6989 -0.2598 -1.6978 0.0 0.4 -0.2
C 3.5676 -0.8969 1.0294 0.4 -0.7 -0.1
N 2.8728 0.3027 1.4583 -0.5 0.8 -0.6
C 1.5068 0.4767 1.4626 1.6 1.8 0.7
Se 0.2336 -0.7649 0.9289 0.5 -0.3 0.6
N 1.3088 1.7962 1.7915 0.7 -0.2 -0.1
C 2.5238 2.4737 1.8777 -0.9 -2.0 -0.5
C 2.7999 3.8389 1.8457 -0.6 0.6 0.4
C 4.1293 4.2184 1.5987 1.6 -0.3 -0.3
C 5.1332 3.2570 1.3681 -0.4 1.7 0.2
C 4.8397 1.8847 1.3896 0.5 -0.7 0.2
C 3.5231 1.5279 1.6642 -2.2 -1.0 -0.2
H 3.0020 -1.7706 1.3638 0.3 0.1 0.0
H 4.5641 -0.8773 1.4811 -0.3 -0.3 0.0
H 3.6699 -0.9286 -0.0627 -0.1 0.1 0.2
H 0.3712 2.2008 1.9347 -0.3 -0.1 0.0
H 1.9863 4.5469 2.0051 0.3 0.1 -0.1
H 4.3975 5.2765 1.5725 -0.1 -0.3 0.0
H 6.1528 3.5898 1.1640 -0.3 -0.1 0.1
H 5.5754 1.1032 1.1974 0.1 0.4 0.0
```
Positions in Å, forces in eV/Å.

Values from the calculation:
- Energy relative to the best compared isomer or geometry (same formula, charge and spin): 800.1 kJ/mol
- Net charge: +4
- Largest force on an atom: 17.2 eV/A
- 2S+1: 4
- E_HOMO (spin up / spin down): -20.34 / -20.31 eV

***

Record 4
The following is a quantum chemistry calculation of a structure of composition C22H23N2O7V at a distorted geometry, from OMol25.

Structure (XYZ):
```
55
Properties=species:S:1:pos:R:3:forces:R:3
V 0.6794 -0.2486 -0.7156 1.2 -2.1 -0.8
C 1.0284 -1.9620 0.6942 -0.9 -1.1 0.0
C -0.4024 -1.9452 0.6229 0.9 -1.1 -0.4
C -0.7928 -2.2217 -0.7172 0.2 -0.5 0.6
H -1.0730 -1.9083 1.4764 0.2 0.6 -0.3
C 0.3939 -2.5234 -1.4633 0.2 0.2 0.3
C 1.5182 -2.3429 -0.6082 -0.8 -0.3 0.7
H 2.5496 -2.5559 -0.8765 -0.3 0.2 0.1
H 1.6190 -1.8615 1.6017 -0.2 0.1 -0.2
H -1.8215 -2.3025 -1.0775 0.4 0.1 0.2
H 0.4269 -3.0019 -2.4406 0.1 0.5 0.3
C 2.1243 1.4783 0.1066 1.1 -0.9 -0.7
C 2.7894 0.2363 -0.1636 0.4 1.5 -1.0
C 2.7748 0.0361 -1.6011 0.6 1.3 0.4
H 3.3072 -0.3695 0.5724 -0.3 0.0 -0.2
C 2.1518 1.1814 -2.1900 0.7 0.2 1.0
C 1.7158 2.0434 -1.1381 0.6 -0.1 -0.5
H 1.2360 3.0123 -1.2721 0.0 -0.3 0.1
H 2.0706 1.9549 1.0804 -0.3 -0.3 -0.3
H 3.2657 -0.7677 -2.1477 -0.3 0.2 0.2
H 2.2010 1.4491 -3.2434 -0.4 -0.3 0.3
O -0.4567 0.1728 -2.4891 -3.2 0.7 -0.5
C -0.6353 -0.0423 -3.9043 -0.4 -0.1 -0.6
C -2.1687 0.0935 -3.8443 0.5 0.1 0.2
C -0.1878 -1.3781 -4.4137 0.3 -0.4 -0.3
C -0.0167 1.0568 -4.7302 0.3 0.1 -0.5
C -1.9569 0.4728 -2.3933 1.2 0.0 0.6
H -2.6985 -0.8513 -3.9661 0.0 0.1 -0.2
H -2.5382 0.8914 -4.4880 -0.3 -0.2 0.0
H -2.0790 1.5360 -2.1852 -0.1 -0.1 0.3
H -2.4109 -0.1685 -1.6315 0.2 0.4 0.0
H -0.5606 -1.4747 -5.4485 0.2 0.0 0.2
H -0.6033 -2.1924 -3.8118 0.1 0.2 -0.2
H 0.9101 -1.4258 -4.4227 -0.2 -0.2 0.1
H -0.4646 1.0165 -5.7347 0.1 0.1 0.2
H 1.0568 0.8732 -4.8540 -0.2 0.3 0.1
H -0.2002 2.0415 -4.2841 0.1 -0.2 -0.1
O -2.5390 0.2071 1.0481 -0.1 0.1 0.0
C -1.4110 0.5513 1.3901 1.8 0.6 -1.3
O -0.3938 0.8038 0.5828 -3.1 0.7 2.3
C -1.0497 0.6603 2.8659 -0.2 -0.2 1.1
C 0.2446 1.0159 3.2842 0.4 0.2 -0.3
C 0.5585 1.0778 4.6580 -1.4 -0.4 -0.5
C -0.3879 0.7300 5.6257 0.8 0.4 0.0
C -1.6646 0.3397 5.2086 -1.3 -0.7 0.9
C -2.0004 0.3074 3.8403 0.4 0.2 -0.9
N -2.6368 -0.0917 6.1843 2.1 0.9 -2.0
O -2.3086 -0.0612 7.3897 0.3 0.0 1.5
O -3.7552 -0.4822 5.7896 -1.1 -0.3 -0.4
N 1.8734 1.5259 5.0572 1.5 0.4 0.1
O 2.6940 1.8155 4.1563 -1.2 -0.4 1.6
O 2.1384 1.6123 6.2730 -0.2 -0.1 -1.7
H 1.0117 1.2354 2.5459 -0.4 -0.1 0.2
H -0.1375 0.7659 6.6785 -0.1 0.0 -0.1
H -2.9878 -0.0150 3.5237 0.2 0.1 0.2
```
Positions in Å, forces in eV/Å.

Values from the calculation:
- Net charge: -2
- Largest force on an atom: 3.9 eV/A
- 2S+1: 3
- E_HOMO (spin up / spin down): 0.46 / 0.51 eV

***

Record 5
The following is a quantum chemistry calculation of an isolated molecule of C22H23N3O3, from OMol25.

Structure (XYZ):
```
51
Properties=species:S:1:pos:R:3:forces:R:3
O -3.2684 -1.7945 0.4462 -0.2 0.1 0.2
C -2.1872 -2.0932 -0.0210 0.1 -0.5 0.2
C -1.2157 -2.9287 0.8142 0.0 0.1 0.0
C 0.1438 -3.3215 0.2383 -0.2 -0.2 0.1
N 1.1101 -2.2391 0.1916 -0.2 0.0 -0.2
C 1.7756 -1.7375 1.2771 0.3 0.2 -0.2
O 1.6071 -2.0460 2.4265 0.0 -0.1 0.2
C 2.8074 -0.7577 0.7191 0.3 0.0 0.4
C 2.7720 0.6529 1.3374 0.0 0.0 0.0
C 2.0133 1.6471 0.5011 0.0 0.1 0.0
C 1.2912 2.6759 1.0883 0.2 0.0 -0.1
C 0.6173 3.5954 0.3052 0.0 0.1 0.0
C 0.6560 3.4920 -1.0742 0.0 0.1 0.0
C 1.3779 2.4730 -1.6697 0.1 0.0 0.0
C 2.0663 1.5583 -0.8891 0.0 0.0 0.0
C 2.8235 0.3999 -1.4840 -0.1 0.2 -0.1
N 2.5307 -0.7777 -0.6965 0.2 -0.1 0.0
C 1.4931 -1.5940 -0.9875 0.2 -0.3 0.1
O 0.9804 -1.7777 -2.0694 -0.2 0.0 -0.4
N -1.8143 -1.7696 -1.2749 0.2 0.0 -0.3
C -2.5495 -0.7937 -2.0425 -0.1 0.2 -0.2
C -1.9058 0.6023 -1.9250 -0.2 -0.3 0.1
C -2.0017 1.0818 -0.5068 0.1 0.1 -0.1
C -1.0980 0.6323 0.4453 0.0 0.1 0.0
C -1.2410 0.9694 1.7780 -0.1 -0.1 0.0
C -2.2831 1.7876 2.1744 0.0 0.0 0.1
C -3.1773 2.2624 1.2307 -0.1 0.1 0.0
C -3.0430 1.9034 -0.0978 0.0 0.0 0.0
H -1.0657 -2.3837 1.7496 -0.1 -0.1 0.0
H -1.7516 -3.8449 1.0729 0.0 0.1 0.0
H 0.5734 -4.0946 0.8836 -0.1 0.1 -0.1
H 0.0542 -3.7169 -0.7765 0.1 0.0 0.1
H 3.7944 -1.2058 0.9085 -0.2 0.0 0.1
H 3.7989 1.0144 1.4479 0.0 -0.1 0.1
H 2.3397 0.5839 2.3374 0.1 0.0 0.0
H 1.2542 2.7536 2.1645 0.0 0.0 0.1
H 0.0510 4.3853 0.7736 -0.1 0.1 0.0
H 0.1195 4.2003 -1.6865 -0.1 0.1 -0.1
H 1.4103 2.3845 -2.7459 0.0 0.0 -0.1
H 2.5157 0.2040 -2.5125 0.1 0.0 0.1
H 3.9048 0.5759 -1.4590 -0.1 -0.1 -0.1
H -0.8772 -1.9530 -1.6112 0.0 -0.1 0.1
H -2.5659 -1.1093 -3.0890 -0.1 0.0 0.1
H -3.5677 -0.7672 -1.6481 0.1 0.0 -0.1
H -2.4258 1.2866 -2.5965 0.0 0.0 0.0
H -0.8607 0.5322 -2.2358 0.0 0.1 -0.1
H -0.2719 0.0100 0.1365 0.1 0.0 0.0
H -0.5445 0.5830 2.5087 0.1 0.0 0.1
H -2.4014 2.0504 3.2152 0.0 0.0 0.1
H -3.9928 2.9026 1.5344 -0.1 0.0 0.0
H -3.7586 2.2580 -0.8261 -0.1 0.0 -0.1
```
Positions in Å, forces in eV/Å.

Values from the calculation:
- Energy relative to the best compared isomer or geometry (same formula, charge and spin): 19.0 kJ/mol
- Net charge: 0
- Largest force on an atom: 0.5 eV/A
- SMILES string: O=C(CCN1C(=O)[C@@H]2Cc3ccccc3CN2C1=O)NCCc1ccccc1
- 2S+1: 1
- E_HOMO: -8.75 eV

***

Record 6
The following is a quantum chemistry calculation of an isolated molecule of C22H23N3O3 at a distorted geometry, from OMol25.

Structure (XYZ):
```
51
Properties=species:S:1:pos:R:3:forces:R:3
C 5.3042 -4.9834 -4.0814 -11.6 -7.8 4.6
C 3.9632 -4.1907 -4.0904 6.4 -3.6 0.4
C 2.9663 -3.5942 -4.0028 -3.6 1.7 -2.8
C 1.7304 -2.8890 -4.3847 -0.5 -3.1 -9.8
O 1.0574 -2.8656 -5.6063 3.9 -0.7 5.7
N 1.3156 -2.2676 -3.4126 -4.8 3.6 6.5
C 1.9290 -2.3299 -2.1376 -5.6 2.1 4.6
C 0.7620 -3.2764 -1.0846 2.2 2.2 -0.7
C -0.5670 -2.6540 -1.0794 -2.0 3.7 -1.8
O -0.3538 -1.1581 -0.5426 -1.3 -4.5 -1.8
C -0.4467 -1.0812 0.7712 3.8 7.4 3.0
C -0.5119 -1.9580 1.8241 -1.8 -5.4 0.8
C -0.5082 -1.8843 3.2574 3.2 10.5 -7.3
C 0.0253 -0.3497 3.4860 -3.1 -7.9 1.8
C 0.0037 0.6113 2.6276 1.0 3.0 -7.2
C 0.1794 2.1155 3.0037 1.0 -5.0 3.8
O 0.7907 2.2133 4.1176 -1.6 2.0 -3.4
N -0.5231 2.9193 2.2243 7.1 6.8 10.3
C -0.4126 4.4329 2.4772 0.3 -3.1 6.9
C -1.7362 5.0311 2.5556 6.7 0.0 12.7
C -2.3407 5.0025 1.5077 -12.0 3.4 -7.5
C -3.7367 5.6337 1.5943 6.4 -1.2 1.1
C -3.9726 6.2636 2.7898 -9.6 0.1 -6.8
C -3.4985 5.9483 3.9171 12.0 -4.8 0.5
N -2.0521 5.4371 3.9833 -5.4 0.0 -5.4
C 0.0193 0.2721 1.1933 -3.6 0.8 -0.4
C -1.2070 -2.2823 -2.6755 12.3 -8.1 2.2
C -0.0894 -1.6684 -3.3972 3.4 6.1 -2.9
H 6.0039 -4.5607 -4.4331 9.3 6.0 -5.1
H 5.6096 -5.4032 -3.0958 -0.6 0.9 -0.2
H 5.1097 -6.0171 -4.6110 0.3 2.2 0.4
H 2.6776 -3.0117 -1.9785 2.4 -0.5 -0.2
H 1.8706 -1.2226 -1.6007 0.8 -3.1 -1.4
H 1.1599 -3.1736 -0.0770 0.3 0.0 0.1
H 0.8086 -4.3200 -1.3299 -0.2 -0.5 -0.5
H -1.3470 -3.0883 -0.3972 0.7 0.2 -1.1
H -0.7106 -2.9418 1.3361 0.0 0.0 1.2
H -0.4164 -2.5277 3.9913 0.0 -3.4 3.1
H 0.0511 -0.0955 4.4541 0.5 0.9 3.6
H -0.9961 2.7432 1.5348 -6.1 -3.4 -9.1
H 0.2711 4.7900 1.8533 2.5 1.9 -3.0
H 0.0139 4.6079 3.6182 -0.6 -1.0 -3.0
H -2.0632 4.9038 0.5058 1.1 -1.0 -1.1
H -4.1249 5.7219 0.6533 -2.1 0.6 -1.8
H -5.1339 6.5470 2.8184 2.5 0.5 0.1
H -3.6380 6.4249 4.7163 -2.2 3.1 6.7
H -0.1327 1.1995 0.3843 0.9 -2.7 2.0
H -1.9080 -1.7581 -2.4859 -9.5 6.3 1.6
H -1.1616 -3.2716 -3.0427 -1.8 -1.2 -0.7
H -0.1529 -1.5410 -4.5192 -1.0 -0.5 1.2
H 0.1194 -0.4533 -3.1294 -0.7 -3.3 -0.1
```
Positions in Å, forces in eV/Å.

Values from the calculation:
- Energy relative to the best compared isomer or geometry (same formula, charge and spin): 2161.4 kJ/mol
- Net charge: 0
- Largest force on an atom: 14.9 eV/A
- SMILES string: CC#CC(=O)N1CCC(Oc2cccc(C(=O)NCc3ccccn3)c2)CC1
- 2S+1: 1
- E_HOMO: -8.16 eV

***

The highest largest force on an atom belongs to which entry? C22H23MnN5O2Se

***

The highest 2S+1 belongs to which entry? C22H23MnN5O2Se